Entry from the Open Molecules 2025 dataset: C12H17Cl2NO4 in the gas phase in a non-equilibrium geometry (wB97M-V/def2-TZVPD).

XYZ file:
```
36
Properties=species:S:1:pos:R:3:forces:R:3:lowdin_charge:R:1
C -2.18155 2.06566 4.14652 2.386 0.079 -1.778 0.0167
C -1.05136 2.07544 3.34832 -2.797 -0.415 1.566 -0.1600
C -0.49543 0.86273 2.61131 -0.287 0.721 0.206 -0.1561
C -0.38693 1.08868 1.07924 0.503 -0.659 0.725 -0.5656
Cl -1.96935 1.55165 0.30687 0.690 -0.197 0.494 0.7458
C 0.65504 2.15110 0.66924 0.402 2.811 2.278 -0.4405
O 0.89891 3.17429 1.32080 -0.688 -1.542 -0.894 0.0618
C 1.31590 1.77951 -0.52798 -0.282 -2.078 -0.982 -0.5359
Cl 2.36864 2.83673 -1.41491 -0.498 -0.605 0.360 0.7212
C 0.95808 0.46654 -0.78702 0.317 0.079 -2.803 -0.1593
N 1.15369 -0.30673 -1.92258 -0.348 0.492 0.895 0.0742
C 1.04518 0.17318 -3.31538 -0.387 0.210 -0.188 -0.1413
C -0.10907 -0.61497 -4.02319 0.834 0.003 0.007 -0.2039
O 0.20999 -2.00805 -3.83101 0.226 0.453 0.333 -0.0844
C 0.17734 -0.16286 0.35106 -0.662 -2.609 -0.158 -0.4198
O 1.00544 -0.95946 1.20165 -0.335 0.944 0.345 -0.1048
C 1.85284 -1.93434 0.58109 -0.770 -0.074 -0.153 -0.0423
O -0.80829 -1.09815 -0.20153 0.460 0.933 -0.141 -0.1642
C -1.45635 -2.07674 0.64902 -0.158 0.915 -0.572 -0.0448
H -2.55355 2.96299 4.62532 0.243 0.093 -0.073 0.0431
H -2.78165 1.19076 4.31083 -0.028 -0.479 -0.032 0.0386
H -0.57454 3.02879 3.20580 0.370 0.040 -0.109 0.0824
H -1.13757 -0.01644 2.78785 0.243 0.349 0.001 0.1113
H 0.51842 0.63919 3.01425 -0.590 0.081 -0.497 0.1409
H 0.70657 -1.21423 -1.83028 0.126 0.146 0.013 0.0973
H 1.95893 -0.01248 -3.90372 -0.141 0.056 0.486 0.1192
H 0.86378 1.26951 -3.28445 -0.044 -0.744 -0.243 0.1099
H -1.06482 -0.36890 -3.54857 0.015 -0.040 -0.165 0.1167
H -0.11921 -0.40402 -5.11497 -0.068 0.209 0.721 0.1234
H -0.28824 -2.58563 -4.41017 -0.246 0.185 -0.126 0.0848
H 1.36786 -2.40841 -0.28599 0.181 0.223 0.223 0.0923
H 2.06416 -2.73347 1.29451 -0.144 0.323 0.190 0.0995
H 2.76867 -1.44976 0.30494 0.577 0.083 -0.393 0.0894
H -1.11988 -3.07396 0.37585 0.023 -0.038 -0.077 0.0884
H -2.55329 -1.99492 0.54230 0.541 0.040 -0.278 0.0986
H -1.23838 -1.89318 1.67501 0.335 0.014 0.818 0.0674
```
Forces are in eV/Å.

Properties
* structure (SMILES): C=CC[C@@]1(Cl)C(=O)C(Cl)=C(NCCO)C1(OC)OC
* HOMO-LUMO gap: 8.95 eV
* ΔE to the lowest compared entry with this formula, charge and spin: 5.2 kcal/mol
* spin multiplicity: 1
* energy: -47442.3503 eV

Entry from the Open Molecules 2025 dataset: a molecular structure, CHCl2NO2 in a non-equilibrium geometry (wB97M-V/def2-TZVPD).

XYZ file:
```
7
Properties=species:S:1:pos:R:3:forces:R:3:lowdin_charge:R:1
C 0.70621 -0.23372 -0.29884 -0.553 3.104 -0.276 -1.0798
N -0.87902 0.58709 0.44807 2.725 -2.901 -3.596 -0.4084
O -0.80721 0.84724 1.57686 -0.247 1.136 2.399 0.0845
O -1.77486 0.46379 -0.32270 -0.982 0.831 0.307 0.0211
Cl 0.17884 -0.72352 -1.88435 0.486 0.385 0.377 0.6229
Cl 1.01449 -1.49380 0.74256 0.390 -1.265 1.135 0.6679
H 1.56155 0.55291 -0.26161 -1.819 -1.289 -0.346 0.0918
```
Forces are in eV/Å.

Properties
* HOMO-LUMO gap: 10.14 eV
* ΔE to the lowest compared entry with this formula, charge and spin: 69.0 kcal/mol
* spin multiplicity: 1
* energy: -31678.8879 eV

Entry from the Open Molecules 2025 dataset: a molecular structure, C37H68Cl26I3N2O2 in a non-equilibrium geometry (wB97M-V/def2-TZVPD).

XYZ file:
```
138
Properties=species:S:1:pos:R:3:forces:R:3:lowdin_charge:R:1
C 3.45814 4.32018 1.02927 0.472 0.223 -0.428 -0.0445
C 3.48487 5.12788 -0.27619 -0.344 0.346 0.610 -0.3959
O 3.91401 6.45615 -0.03458 0.199 0.026 -0.170 -0.0645
C 2.11493 5.19654 -0.99984 0.527 -0.410 -0.181 -0.0618
C 1.19750 4.08751 -0.67668 -0.980 -0.281 0.270 -0.1902
N 1.46890 2.74448 -0.85100 0.192 0.037 -0.142 0.2393
C 0.43264 1.99773 -0.48735 -0.401 0.101 0.200 -0.2175
C 0.30602 0.53035 -0.55440 0.160 0.026 -0.385 -0.1747
C 0.67549 -0.16708 0.74146 0.623 -0.623 -0.455 -0.8111
O 0.14557 0.02006 1.76614 -0.610 0.424 0.911 0.0655
I 2.27492 -1.61132 0.60221 -0.112 0.198 -0.152 0.9149
N -0.51881 2.82968 -0.06478 0.365 0.243 -0.169 0.2258
C -0.07887 4.13422 -0.17184 0.781 0.398 -0.026 -0.2529
C -0.85533 5.35972 0.16388 -0.690 -0.524 -0.201 -0.6692
I -1.41412 6.24615 -1.74653 0.098 0.115 0.096 0.9576
C -2.06559 5.08611 1.09159 -0.068 0.520 -0.121 -0.8125
C -3.45876 5.32074 0.53539 -0.124 -0.415 0.520 -0.2585
I -1.85626 6.29811 2.86495 0.162 -0.145 0.038 0.9244
H 4.12806 4.82404 1.71826 0.137 0.000 0.174 0.0829
H 3.89235 3.33511 0.86485 -0.374 -0.052 0.144 -0.0034
H 2.48039 4.26740 1.50016 -0.140 -0.089 0.021 0.0853
H 4.23242 4.71046 -0.94215 0.123 -0.072 -0.100 0.1252
H 3.38204 6.82091 0.68393 -0.035 0.150 -0.003 0.0207
H 2.29384 5.23961 -2.07234 -0.106 0.016 -0.194 0.1360
H 1.63052 6.13084 -0.75036 -0.111 0.208 0.169 0.1013
H 2.33564 2.37038 -1.20898 0.005 -0.044 -0.042 0.1945
H -0.72830 0.28874 -0.78272 -0.188 -0.153 0.199 0.0716
H 0.87906 0.15766 -1.38935 0.261 -0.127 -0.054 0.0357
H -1.42582 2.54092 0.26725 -0.129 -0.140 -0.087 0.1514
H -0.20261 6.08389 0.62633 0.203 0.164 -0.150 0.0279
H -2.01819 4.06156 1.44318 0.072 -0.047 0.273 0.0553
H -3.66464 4.62803 -0.27668 -0.003 0.153 -0.302 0.0151
H -3.63029 6.34898 0.24906 0.074 0.140 -0.261 0.0448
H -4.16876 5.09580 1.32658 -0.129 -0.065 0.080 0.0691
Cl 1.91425 2.07726 -4.98034 0.023 0.012 0.088 0.5299
C 1.96765 0.30647 -5.20316 0.022 -0.117 -0.073 -0.6702
C 0.59156 -0.30231 -5.24052 0.060 0.065 -0.165 -0.5971
Cl -0.22325 -0.18391 -3.65115 0.041 -0.021 -0.344 0.6200
H 2.56454 -0.11058 -4.39570 -0.012 0.006 0.020 0.0713
H 2.48217 0.11854 -6.14470 -0.109 0.064 0.105 -0.0079
H 0.66270 -1.35984 -5.48634 0.013 -0.025 0.097 0.0837
H -0.04584 0.18210 -5.97520 -0.008 0.073 0.050 0.0770
Cl -1.43166 8.23172 5.80234 -0.004 -0.036 -0.025 0.4815
C -3.14870 8.72249 5.85254 -0.131 -0.008 -0.096 -0.6653
C -3.35182 9.98960 6.64108 -0.035 0.071 0.013 -0.6663
Cl -3.04108 9.75296 8.37799 0.022 0.003 0.000 0.5480
H -3.71875 7.89737 6.27108 0.062 -0.019 0.066 0.0713
H -3.46619 8.87635 4.82209 0.040 0.044 -0.008 0.0624
H -4.38522 10.31693 6.54237 -0.018 -0.043 -0.005 0.0746
H -2.69970 10.78452 6.28912 0.046 -0.019 0.020 0.0690
Cl 1.77257 -6.22100 1.61949 0.137 0.063 -0.165 0.5228
C 1.25321 -5.19507 2.98182 -0.014 -0.003 0.103 -0.6732
C 2.36945 -4.34367 3.52113 0.007 0.111 -0.017 -0.6814
Cl 3.63128 -5.29251 4.35057 0.018 -0.098 0.010 0.5613
H 0.82936 -5.84229 3.74375 0.044 -0.089 0.001 0.0222
H 0.46675 -4.55899 2.59039 0.032 0.090 0.064 -0.0120
H 1.97160 -3.64070 4.25126 -0.049 -0.015 -0.013 0.0519
H 2.85578 -3.77793 2.72988 0.046 -0.045 0.053 -0.0030
Cl 4.45887 0.51925 -7.61989 0.115 -0.030 -0.148 0.5805
C 5.97521 1.36949 -7.20927 0.115 0.018 0.138 -0.6377
C 5.90591 2.83725 -7.54023 0.014 0.082 0.010 -0.6688
Cl 5.84561 3.12619 -9.29487 -0.026 -0.001 0.000 0.5525
H 6.78489 0.87704 -7.74031 -0.055 -0.015 -0.086 0.0709
H 6.13358 1.24075 -6.13994 -0.047 0.020 0.012 0.0733
H 6.79719 3.33609 -7.16353 0.030 -0.039 -0.004 0.0747
H 5.03056 3.30260 -7.09379 -0.036 -0.025 -0.030 0.0631
Cl -1.60635 -2.28637 -1.46493 -0.130 0.001 0.077 0.5699
C -0.89134 -3.88676 -1.11938 0.236 -0.204 -0.076 -0.6243
C -1.71558 -4.68126 -0.14676 0.004 -0.127 0.014 -0.6159
Cl -1.68158 -3.91951 1.46564 -0.231 0.034 0.022 0.5986
H 0.10928 -3.71845 -0.72851 -0.003 0.045 0.019 0.0288
H -0.80910 -4.41362 -2.06800 -0.104 0.022 -0.024 0.0834
H -1.28861 -5.67889 -0.04849 0.062 0.021 0.057 0.0777
H -2.75358 -4.77491 -0.45514 -0.029 0.100 0.009 0.0697
Cl 5.90856 -2.24005 3.55273 0.023 0.043 -0.102 0.5290
C 5.70210 -1.55130 5.18281 0.039 0.015 0.065 -0.6500
C 4.33314 -1.83409 5.74297 0.004 -0.036 0.133 -0.6446
Cl 3.05176 -0.95614 4.85859 -0.010 0.007 -0.032 0.5354
H 5.89661 -0.48365 5.12268 -0.055 0.024 -0.055 0.0606
H 6.45785 -2.00593 5.82066 -0.027 -0.062 -0.002 0.0767
H 4.28554 -1.50672 6.77993 0.004 0.059 -0.016 0.0767
H 4.10090 -2.89493 5.70009 -0.005 -0.003 -0.068 0.0240
Cl -1.38370 -6.91539 5.02360 0.028 0.030 0.010 0.5627
C -2.38958 -7.35129 3.61400 -0.056 0.028 -0.102 -0.6383
C -2.07007 -8.72214 3.08090 -0.066 -0.072 0.008 -0.6860
Cl -0.46115 -8.81343 2.30742 -0.116 0.045 0.078 0.5329
H -2.25529 -6.58297 2.85563 0.080 0.018 0.028 0.0372
H -3.42442 -7.32810 3.95056 0.000 -0.042 0.017 0.0772
H -2.79358 -8.99560 2.31719 -0.039 0.032 -0.001 0.0025
H -2.10221 -9.46888 3.86822 0.077 0.006 0.026 0.0456
Cl 2.59840 9.09094 1.42621 -0.074 -0.077 0.046 0.5691
C 4.17920 9.71773 0.87241 0.225 -0.027 -0.042 -0.6388
C 4.09548 11.16275 0.45779 0.007 0.070 0.009 -0.6609
Cl 3.13121 11.37653 -1.02451 -0.021 -0.001 0.006 0.5467
H 4.51929 9.08498 0.05628 -0.097 -0.022 -0.029 0.0627
H 4.87179 9.61179 1.70535 -0.051 0.036 0.049 0.0793
H 5.09531 11.53715 0.24671 0.020 -0.043 -0.016 0.0761
H 3.65160 11.77630 1.23732 -0.050 -0.012 -0.011 0.0695
Cl -3.85783 2.13140 -1.50581 0.060 0.076 0.114 0.5827
C -3.41772 0.63247 -2.37263 0.006 -0.233 0.053 -0.6839
C -3.74452 0.69820 -3.83928 0.063 -0.077 -0.106 -0.6557
Cl -5.50214 0.69589 -4.11716 -0.039 0.121 -0.023 0.5953
H -3.93211 -0.19617 -1.89136 -0.070 0.040 0.021 0.0546
H -2.34793 0.49824 -2.24492 0.028 0.040 -0.071 -0.0241
H -3.34305 -0.18446 -4.33494 0.014 -0.026 0.072 0.0675
H -3.32536 1.58370 -4.31089 -0.049 0.045 0.039 0.0731
Cl 5.29809 1.47678 1.75689 0.061 -0.301 0.096 0.5557
C 6.99037 1.94844 2.06885 0.102 -0.011 0.015 -0.6309
C 7.25643 3.37364 1.65996 0.055 0.047 0.078 -0.6459
Cl 7.17262 3.59118 -0.10859 -0.061 0.018 -0.015 0.5549
H 7.63265 1.25160 1.53772 -0.041 -0.006 -0.062 0.0734
H 7.16370 1.83370 3.13706 -0.056 0.035 0.020 0.0754
H 8.25795 3.66348 1.97166 0.028 -0.034 -0.037 0.0776
H 6.54150 4.05632 2.11147 -0.036 -0.004 -0.027 0.0604
Cl -7.29337 -4.70736 -5.04783 -0.001 -0.035 0.036 0.5499
C -7.86607 -3.56957 -3.79814 -0.061 -0.025 0.043 -0.6494
C -6.83935 -2.51404 -3.48544 -0.094 0.095 -0.003 -0.6797
Cl -5.40414 -3.18647 -2.66203 0.082 0.029 0.003 0.5274
H -8.12721 -4.14356 -2.91200 0.049 -0.031 0.004 0.0604
H -8.76918 -3.10033 -4.18364 0.031 0.036 -0.037 0.0772
H -7.26717 -1.77156 -2.81449 -0.014 -0.030 0.032 0.0700
H -6.49560 -2.00908 -4.38258 0.028 -0.058 -0.032 0.0336
Cl -6.88202 -6.54003 -0.29702 0.044 0.033 0.038 0.5313
C -6.64551 -7.03890 -1.99402 -0.022 0.055 -0.106 -0.6754
C -6.93294 -8.50205 -2.20256 -0.166 -0.189 -0.106 -0.6372
Cl -5.72574 -9.54226 -1.40346 -1.132 0.582 -0.698 0.5006
H -5.62684 -6.78871 -2.27780 0.037 -0.006 0.048 0.0644
H -7.32520 -6.44174 -2.59842 -0.020 -0.034 -0.013 0.0332
H -6.89762 -8.73134 -3.26607 0.004 0.057 -0.034 0.0743
H -7.91362 -8.77285 -1.82068 -0.026 0.036 0.033 0.0694
Cl -3.53759 -10.08976 -0.05679 1.177 -0.508 0.704 0.5078
C -2.68268 -11.64130 0.16382 0.235 -0.011 0.072 -0.6107
C -3.39001 -12.54863 1.13709 -0.007 -0.093 -0.042 -0.6383
Cl -3.32059 -11.93723 2.81188 -0.053 -0.034 -0.035 0.5768
H -1.66776 -11.42221 0.48681 -0.007 0.032 0.062 0.0622
H -2.64225 -12.11844 -0.81359 -0.059 0.000 -0.018 0.0775
H -2.90958 -13.52515 1.14063 0.045 0.017 -0.007 0.0749
H -4.43583 -12.67731 0.87162 -0.034 0.065 0.038 0.0704
```
Forces are in eV/Å.

Properties
* HOMO-LUMO gap: 8.94 eV
* ΔE to the lowest compared entry with this formula, charge and spin: 0.0 kcal/mol
* spin multiplicity: 1
* charge: +1
* energy: -396430.6249 eV